C4H7N2 | wB97M-V/def2-TZVPD

Each line ends with the Löwdin charge.
Atoms and positions in Å:
C -1.470 -0.434 -1.610  -0.12
C -0.130 0.104 -1.284  -0.06
C 0.141 0.757 1.307  -0.03
C 0.348 -0.715 1.197  -0.04
N -2.105 -0.532 -0.534  0.35
N -0.347 0.016 0.200  -0.11
H -1.866 -0.711 -2.580  0.15
H 0.737 -0.465 -1.629  0.14
H -0.027 1.148 -1.600  0.15
H -0.589 1.138 2.011  0.14
H 0.955 1.449 1.103  0.14
H 1.318 -1.127 0.938  0.14
H -0.259 -1.370 1.814  0.14

Atomic forces in eV per Å
0.84 0.18 -0.38
0.56 0.23 -0.12
0.45 0.77 0.70
0.55 -0.69 0.70
1.90 0.61 1.74
-3.69 -0.95 -2.29
-0.33 0.00 -0.04
-0.07 0.01 0.04
0.01 -0.16 0.07
-0.11 -0.11 -0.11
-0.03 -0.18 -0.09
-0.01 0.18 -0.12
-0.05 0.11 -0.09

Values from the calculation:
E: -7230.1729 eV
orbital gap (spin up / spin down): 9.28 / 9.28 eV
LUMO (spin up / spin down): -0.235 / -0.235 hartree
highest occupied orbital energy (spin up / spin down): -0.576 / -0.576 hartree
total charge: +1
relative energy (zero: lowest compared OMol25 entry of this formula, charge and spin): 128.3 kcal/mol

=====

C4H7N2 | wB97M-V/def2-TZVPD

Each line ends with the Löwdin charge.
Atoms and positions in Å:
C 1.085 -0.905 0.462  -0.09
C 0.429 0.221 1.163  -0.07
C -0.294 0.711 -1.075  -0.02
C 0.745 -0.357 -1.026  -0.06
N -0.454 -0.519 -1.637  0.13
N -0.910 0.638 0.715  0.12
H 2.145 -1.087 0.498  0.11
H 0.639 -1.938 0.620  0.14
H 0.854 0.981 1.814  0.13
H -0.221 1.625 -1.606  0.14
H -1.240 -1.046 -1.980  0.17
H -1.750 0.106 0.973  0.16
H -1.029 1.569 1.079  0.14

Atomic forces in eV per Å
-1.71 -0.25 -1.02
-0.41 -0.94 1.15
-0.12 -2.05 0.26
0.57 -0.94 1.18
-0.82 1.19 0.28
2.04 0.32 -1.40
0.42 0.69 0.72
0.08 1.33 -0.44
0.47 -0.31 -0.45
-0.77 1.27 0.35
0.15 -0.51 -0.05
0.46 -0.29 -0.56
-0.36 0.49 -0.01

Values from the calculation:
E: -7228.4193 eV
orbital gap (spin up / spin down): 8.58 / 8.14 eV
LUMO (spin up / spin down): -0.167 / -0.174 hartree
highest occupied orbital energy (spin up / spin down): -0.482 / -0.473 hartree
total charge: +1
relative energy (zero: lowest compared OMol25 entry of this formula, charge and spin): 168.8 kcal/mol

=====

C4H7N2 | wB97M-V/def2-TZVPD

Each line ends with the Löwdin charge.
Atoms and positions in Å:
C -0.910 0.026 -1.513  0.03
C -0.626 -0.071 0.034  -0.12
C -1.483 0.351 1.079  0.04
C 1.962 -0.216 0.131  0.00
N 0.299 -0.019 -1.790  0.22
N 0.621 -0.239 -0.337  -0.04
H -1.738 0.044 -2.083  0.10
H -1.048 0.934 1.888  0.12
H -1.956 -0.657 1.525  0.19
H -2.316 0.714 0.504  0.10
H 2.214 0.413 0.967  0.10
H 2.645 -0.052 -0.815  0.15
H 2.336 -1.228 0.410  0.11

Atomic forces in eV per Å
0.38 -0.77 3.36
1.22 0.30 -3.07
-1.02 -2.93 1.80
2.98 -1.51 -1.66
2.00 -0.50 -0.83
-0.47 0.66 0.79
-2.65 0.45 -2.16
-0.20 0.08 -0.10
0.99 1.90 -0.61
-0.56 0.96 0.50
-0.37 0.69 0.04
-1.50 0.35 1.93
-0.79 0.32 0.00

Values from the calculation:
E: -7229.9928 eV
orbital gap: 9.28 eV
LUMO: -0.227 hartree
highest occupied orbital energy: -0.568 hartree
total charge: +1
relative energy (zero: lowest compared OMol25 entry of this formula, charge and spin): 132.5 kcal/mol

=====

C4H7N2 | wB97M-V/def2-TZVPD

Each line ends with the Löwdin charge.
Atoms and positions in Å:
N 1.649 -1.016 0.840  0.21
C 0.858 -0.139 0.154  -0.34
N 1.442 0.679 -0.694  0.20
C -0.563 -0.218 0.219  0.03
C -1.872 -0.176 0.647  0.00
C -2.014 0.436 -0.672  0.03
H 1.383 -1.539 1.638  0.13
H 2.626 -1.051 0.678  0.12
H 0.912 1.326 -1.382  0.20
H 2.425 0.579 -0.731  0.12
H -2.371 -0.351 1.636  0.14
H -2.084 -0.048 -1.545  0.04
H -2.389 1.518 -0.789  0.13

Atomic forces in eV per Å
-0.97 1.27 -1.01
-0.35 -1.62 0.89
-1.68 1.47 -1.38
-4.69 1.81 -0.43
3.34 -0.91 0.09
1.31 2.76 3.66
-0.90 -0.29 0.49
0.81 0.15 -0.34
1.30 -1.80 1.83
1.03 0.59 -0.46
0.21 0.43 -1.26
-0.38 -2.38 -2.75
0.98 -1.47 0.67

Values from the calculation:
E: -7231.6968 eV
orbital gap: 9.16 eV
LUMO: -0.174 hartree
highest occupied orbital energy: -0.511 hartree
total charge: +1
relative energy (zero: lowest compared OMol25 entry of this formula, charge and spin): 93.2 kcal/mol

=====

C4H7N2 | wB97M-V/def2-TZVPD

Each line ends with the Löwdin charge.
Atoms and positions in Å:
C -1.730 0.934 0.953  -0.02
C -0.579 0.222 0.434  -0.13
C 0.212 -0.813 0.842  0.04
N 1.191 -1.030 -0.170  0.09
C 1.088 -0.167 -1.202  -0.05
N 0.113 0.678 -0.879  0.16
H -1.682 1.664 1.651  0.06
H -2.517 0.287 1.489  0.15
H -2.184 1.507 0.209  0.07
H 0.101 -1.549 1.539  0.11
H 1.622 -1.949 -0.246  0.18
H 1.787 -0.021 -2.113  0.20
H -0.202 1.472 -1.353  0.14

Atomic forces in eV per Å
-2.39 -2.70 0.17
3.38 0.22 -2.04
0.11 2.08 -4.08
-0.48 -0.44 -0.31
0.34 0.92 0.41
-1.12 -2.66 3.60
1.75 2.25 2.63
1.17 0.36 -1.40
-1.15 0.30 -1.75
-0.32 -1.41 2.03
0.37 0.50 0.00
-1.39 -0.67 1.81
-0.28 1.27 -1.08

Values from the calculation:
E: -7234.4067 eV
orbital gap: 10.84 eV
LUMO: -0.132 hartree
highest occupied orbital energy: -0.530 hartree
total charge: +1
relative energy (zero: lowest compared OMol25 entry of this formula, charge and spin): 30.7 kcal/mol

=====

C4H7N2 | wB97M-V/def2-TZVPD

Each line ends with the Löwdin charge.
Atoms and positions in Å:
C -0.811 1.605 1.840  -0.17
C 0.098 2.364 2.278  0.17
C -0.747 0.291 1.505  -0.02
C -0.310 -0.303 0.204  -0.23
N 0.271 -1.553 0.298  0.11
N 0.883 0.871 -0.441  0.20
H -1.150 -0.337 2.301  0.14
H -0.984 -0.156 -0.623  0.15
H 0.504 -2.126 -0.526  0.14
H 0.921 -1.700 1.049  0.12
H 0.363 1.545 -1.058  0.17
H 1.428 0.199 -0.988  0.13
H 1.459 1.277 0.288  0.11

Atomic forces in eV per Å
0.14 -2.38 -1.60
0.81 1.21 0.55
-1.26 1.61 1.24
1.77 0.21 -0.20
-0.13 0.28 -0.65
-1.60 -1.11 -0.64
0.25 -0.71 -0.48
-0.57 -0.39 0.00
-0.55 0.68 0.50
0.01 -0.11 0.39
1.14 -0.47 0.97
0.08 0.63 -0.14
-0.09 0.57 0.06

Values from the calculation:
E: -7229.2206 eV
orbital gap: 8.69 eV
LUMO: -0.215 hartree
highest occupied orbital energy: -0.535 hartree
total charge: +1
relative energy (zero: lowest compared OMol25 entry of this formula, charge and spin): 150.3 kcal/mol

=====

C4H7N2 | wB97M-V/def2-TZVPD

Each line ends with the Löwdin charge.
Atoms and positions in Å:
C 1.111 1.585 0.792  0.12
C 1.262 0.296 1.035  -0.07
C 0.501 -0.556 0.137  -0.07
N -0.096 -1.757 -0.058  0.25
C -0.397 -0.633 -1.009  -0.29
N -1.570 0.046 -0.954  0.11
H 1.207 2.377 1.535  0.10
H 0.533 1.848 -0.112  0.10
H 1.848 -0.038 1.984  0.16
H -0.045 -2.717 0.305  0.18
H -0.022 -0.743 -1.976  0.15
H -2.026 0.172 -0.031  0.13
H -2.306 0.119 -1.647  0.12

Atomic forces in eV per Å
-2.02 1.35 -0.71
1.03 -1.98 1.62
-0.47 -3.58 0.51
2.63 2.88 1.47
-0.99 0.70 0.14
-2.35 1.05 1.61
0.86 -0.19 -0.29
0.51 0.17 0.47
-1.43 0.06 -1.93
-0.23 0.49 -0.15
0.78 -0.22 -1.43
0.85 -0.14 -0.80
0.82 -0.58 -0.50

Values from the calculation:
E: -7231.6512 eV
orbital gap: 9.14 eV
LUMO: -0.199 hartree
highest occupied orbital energy: -0.535 hartree
total charge: +1
relative energy (zero: lowest compared OMol25 entry of this formula, charge and spin): 94.2 kcal/mol

=====

C4H7N2O | wB97M-V/def2-TZVPD

Each line ends with the Löwdin charge.
Atoms and positions in Å:
C -0.613 1.817 0.718  0.01
C -0.642 1.737 -0.680  0.05
C -0.013 0.636 1.189  0.00
C 0.626 -1.475 0.128  -0.25
N -0.297 0.439 -0.929  0.14
N 0.157 -0.207 0.187  -0.10
O 0.833 -1.746 -1.133  0.05
H -0.840 2.767 1.244  0.14
H -1.005 2.247 -1.510  0.13
H 0.190 0.199 2.235  0.19
H 1.333 -1.650 0.873  0.12
H -1.025 -2.403 0.759  0.20
H -0.335 -0.063 -1.748  0.15
H 1.630 -2.299 -1.333  0.18

Atomic forces in eV per Å
0.84 1.85 0.00
0.15 -4.13 2.33
-0.51 -0.31 2.68
-3.23 -2.69 0.83
0.81 1.26 1.77
-2.02 4.56 -1.18
1.72 -1.72 -2.10
0.24 -1.19 -0.09
-0.56 1.41 -0.88
-0.30 1.32 -1.73
1.11 -0.76 1.10
2.66 1.16 -0.88
0.12 -1.17 -2.30
-1.04 0.45 0.45

Values from the calculation:
E: -9277.6326 eV
orbital gap (spin up / spin down): 8.22 / 8.51 eV
LUMO (spin up / spin down): -0.179 / -0.185 hartree
highest occupied orbital energy (spin up / spin down): -0.481 / -0.498 hartree
total charge: +1
relative energy (zero: lowest compared OMol25 entry of this formula, charge and spin): 118.9 kcal/mol

=====

C4H7N2O | wB97M-V/def2-TZVPD

Each line ends with the Löwdin charge.
Atoms and positions in Å:
C -0.185 -1.528 0.392  0.05
C -1.102 -0.922 -0.380  -0.17
N -1.796 0.229 0.036  0.12
C -1.218 1.354 0.062  -0.10
N 0.196 1.447 0.081  0.15
C 0.898 0.399 -0.418  -0.16
O 2.118 -0.074 -0.117  0.14
H -0.046 -1.326 1.419  0.09
H 0.347 -2.348 -0.129  0.12
H -1.113 -1.224 -1.475  0.17
H -1.935 2.147 0.223  0.15
H 0.702 1.770 0.871  0.16
H 0.841 0.113 -1.394  0.13
H 2.293 -0.037 0.830  0.15

Atomic forces in eV per Å
-0.10 -1.24 -1.73
0.55 0.78 -0.51
0.01 -0.93 -1.66
-1.68 -1.15 0.99
1.79 -1.56 -0.88
1.59 -0.56 0.22
-1.26 1.40 1.07
0.12 0.11 0.98
-0.15 0.46 0.90
-0.64 0.63 1.48
1.02 0.98 0.20
-0.35 1.23 1.28
-1.37 -0.24 -2.70
0.49 0.10 0.37

Values from the calculation:
E: -9279.0396 eV
orbital gap: 9.70 eV
LUMO: -0.178 hartree
highest occupied orbital energy: -0.534 hartree
total charge: +1
relative energy (zero: lowest compared OMol25 entry of this formula, charge and spin): 86.5 kcal/mol